(1)
{
  "formula": "C3H2O3",
  "method": "the ωB97M-V functional and the def2-TZVPD basis",
  "smiles": "O=CC(=O)C=O",
  "lumo_energy_ha": -0.05215,
  "homo_lumo_gap_ha": 0.3166,
  "elements": ["O", "O", "O", "C", "C", "C", "H", "H"],
  "positions_angstrom": [[0.3342, 1.4854, -0.8847], [0.9979, -1.7194, 0.1628], [-1.5661, -0.5321, 1.1270], [0.8663, -0.8143, -0.6181], [0.1048, 0.4659, -0.2768], [-0.9468, 0.4552, 0.8321], [1.3361, -0.7940, -1.6207], [-1.1265, 1.4534, 1.2786]],
  "mulliken_charge": [-0.453, -0.397, -0.393, 0.014, 0.547, 0.017, 0.335, 0.330]
}


(2)
{
  "formula": "C6H14NO",
  "method": "the ωB97M-V functional and the def2-TZVPD basis",
  "smiles": "CCCC[C@@H](N)C[O-]",
  "lumo_energy_ha": 0.13515,
  "total_charge": -1,
  "homo_lumo_gap_ha": 0.2206,
  "elements": ["O", "N", "C", "C", "C", "C", "C", "C", "H", "H", "H", "H", "H", "H", "H", "H", "H", "H", "H", "H", "H", "H"],
  "positions_angstrom": [[0.9987, 3.4663, -0.7058], [0.0786, 1.7191, 1.0580], [0.1823, 2.5743, -1.2940], [-0.0834, 0.0692, -0.7213], [-0.4235, 1.4913, -0.2974], [-0.1725, -1.7395, 1.1106], [-0.9116, -1.0330, -0.0650], [0.7318, -2.8767, 0.6256], [-1.5131, 1.5924, -0.2069], [-0.2630, 2.6331, 1.3446], [-0.9121, -2.1285, 1.8031], [-0.1355, 0.0381, -1.8136], [0.9923, -0.0671, -0.5278], [1.0744, 1.9151, 0.9457], [0.4259, -0.9596, 1.5672], [0.6836, 1.9990, -2.1042], [-0.6816, 3.0670, -1.8259], [-1.7986, -0.6026, 0.3942], [0.1813, -3.5930, 0.0152], [1.5538, -2.4482, 0.0430], [-1.2422, -1.7574, -0.7972], [1.2345, -3.3595, 1.4518]],
  "mulliken_charge": [-0.908, -0.720, -0.524, -1.087, 0.123, -0.530, -0.712, -1.141, 0.476, 0.285, 0.358, 0.397, 0.334, 0.276, 0.312, 0.176, 0.158, 0.359, 0.298, 0.285, 0.425, 0.359]
}